# 1
The following is a DFT calculation (ωB97M-V with the def2-TZVPD basis set) of C23H37BF4NO4PSe2SiTc as an isolated structure in a non-equilibrium geometry.

Properties
HOMO level (alpha / beta): -7.176 / -7.634 eV
HOMO-LUMO gap (alpha / beta): 4.60 / 6.68 eV
spin multiplicity: 2
expectation value of S²: 1.050
charge: 0
electronic energy: -7193.46589 hartree

Geometry as XYZ:
```
75
Properties=species:S:1:pos:R:3:forces:R:3
Tc -0.256 0.048 0.118 0.4 0.5 -0.7
C -1.295 1.454 4.428 0.1 -0.7 -0.3
Si -1.219 -0.179 3.424 -1.0 -0.3 0.8
C -2.951 -0.504 2.740 0.8 0.2 0.0
C -0.884 -1.733 4.509 0.1 0.7 -0.3
N 0.022 -0.034 2.179 -0.3 -0.3 -0.6
C 1.317 0.015 2.581 0.6 0.2 -0.3
C 1.756 0.116 3.911 0.2 0.0 0.0
C 3.094 0.181 4.228 -0.2 0.0 0.2
C 4.062 0.178 3.239 -0.1 -0.1 -0.2
C 3.676 0.074 1.913 0.2 0.0 -0.1
C 2.336 -0.027 1.601 0.0 0.3 0.7
O 1.866 -0.155 0.306 -0.7 -0.2 0.2
C 2.796 -0.261 -0.720 0.8 0.0 -1.2
C 3.498 -1.442 -0.914 -0.4 0.2 0.4
C 4.389 -1.529 -1.969 0.0 0.0 0.0
C 4.550 -0.463 -2.839 0.1 -0.1 0.0
C 3.841 0.709 -2.642 0.1 0.0 0.1
C 2.977 0.821 -1.569 -0.2 -0.1 0.5
H -2.268 1.543 4.900 -0.3 0.0 0.1
H -1.173 2.311 3.771 0.0 0.1 -0.2
H -0.548 1.537 5.210 0.1 0.0 0.1
H -3.601 -0.829 3.546 0.0 0.0 0.3
H -2.952 -1.280 1.983 0.0 -0.1 -0.1
H -3.391 0.384 2.303 -0.1 0.2 -0.1
H -1.739 -1.898 5.156 -0.3 0.0 0.1
H -0.008 -1.675 5.144 0.2 0.0 0.1
H -0.775 -2.620 3.892 0.0 -0.1 -0.3
H 1.029 0.153 4.701 -0.1 0.0 0.1
H 3.381 0.233 5.267 0.1 0.1 0.1
H 5.106 0.245 3.494 0.2 0.0 0.0
H 4.420 0.067 1.132 0.0 0.0 -0.1
H 3.338 -2.270 -0.239 0.0 -0.1 0.0
H 4.953 -2.438 -2.113 0.0 -0.1 0.0
H 5.238 -0.545 -3.665 0.1 0.0 -0.1
H 3.962 1.536 -3.325 0.0 0.1 0.0
H 2.430 1.731 -1.374 -0.1 0.0 0.0
O -2.690 3.820 -2.210 -0.2 0.4 0.2
C -2.042 2.609 -2.520 0.3 -0.5 -0.1
C -0.556 2.850 -2.774 -0.3 0.2 -0.1
C -0.425 3.932 -3.881 -0.5 0.0 0.3
O 0.906 4.267 -4.191 0.6 0.1 0.0
C 0.121 1.597 -3.318 0.0 -0.2 0.3
Se -0.124 -0.121 -2.373 0.0 0.0 0.4
C 0.093 3.421 -1.515 0.3 -0.3 0.4
Se -0.063 2.474 0.254 -0.6 -0.3 -0.5
H -3.472 3.603 -1.691 0.1 0.0 0.0
H -2.499 2.143 -3.403 0.1 -0.1 0.1
H -2.119 1.914 -1.683 -0.1 0.0 -0.3
H -0.992 4.817 -3.577 0.0 -0.1 -0.1
H -0.856 3.550 -4.810 -0.1 0.0 0.1
H 1.270 4.778 -3.460 0.0 0.0 -0.1
H 1.194 1.769 -3.405 -0.1 0.0 -0.1
H -0.270 1.381 -4.314 0.1 0.0 0.0
H -0.365 4.390 -1.298 0.1 -0.1 0.1
H 1.167 3.559 -1.667 0.0 0.1 0.0
C -0.191 -4.315 -1.628 -0.4 0.4 0.5
P -1.218 -3.268 -0.536 -0.6 -1.0 -0.7
C -2.646 -2.740 -1.533 0.6 -0.1 0.4
C -1.851 -4.341 0.800 0.3 0.4 -0.5
O -0.375 -2.175 0.042 0.2 1.1 0.3
H -0.791 -5.081 -2.110 -0.1 -0.1 -0.1
H 0.591 -4.782 -1.033 0.1 0.0 0.0
H 0.268 -3.677 -2.382 0.0 0.1 0.0
H -3.095 -3.610 -2.005 0.0 -0.2 0.0
H -2.304 -2.048 -2.304 0.0 0.0 0.0
H -3.385 -2.233 -0.915 0.0 0.0 0.0
H -2.555 -5.068 0.406 -0.1 -0.1 0.0
H -2.344 -3.710 1.537 -0.1 0.0 0.0
H -1.020 -4.857 1.276 0.1 0.0 0.0
F -4.578 -0.547 0.139 -0.4 -0.6 0.5
B -3.752 0.362 -0.434 0.2 0.1 -0.5
F -3.735 0.242 -1.789 0.0 -0.2 -0.8
F -3.938 1.640 -0.023 -0.2 0.8 0.4
F -2.338 0.006 0.021 0.6 -0.3 0.4
```
Forces are in eV/Å.

***

# 2
The following is a DFT calculation (ωB97M-V with the def2-TZVPD basis set) of C29H43Cl7CoN3O4Si as an isolated structure in a non-equilibrium geometry.

Properties
HOMO level (alpha / beta): -5.220 / -5.275 eV
HOMO-LUMO gap (alpha / beta): 7.27 / 7.33 eV
spin multiplicity: 4
expectation value of S²: 3.758
charge: -1
electronic energy: -6489.79074 hartree

Geometry as XYZ:
```
88
Properties=species:S:1:pos:R:3:forces:R:3
C 3.994 3.276 -4.573 -0.5 0.0 0.0
C 5.445 3.124 -4.232 1.2 0.3 -0.4
H 3.624 4.292 -4.362 0.1 -0.3 0.0
H 3.355 2.567 -4.041 0.2 0.2 0.0
H 3.854 3.107 -5.651 0.1 0.0 0.1
C 6.344 4.012 -4.712 -0.5 -1.0 0.2
C 6.024 5.260 -5.455 0.0 0.5 -0.1
H 7.407 3.797 -4.645 -0.3 0.0 0.1
H 5.222 5.843 -4.990 0.0 -0.1 -0.1
H 5.735 5.070 -6.492 -0.1 0.0 0.0
H 6.917 5.890 -5.488 -0.1 0.1 0.0
Co 4.260 -0.332 -2.683 -1.3 -0.2 0.6
Cl 5.555 -1.777 -3.725 0.2 -0.7 -0.4
C 4.607 -2.008 -0.208 -0.4 1.9 -0.4
O 4.270 -0.903 -0.703 0.5 -2.1 1.3
N 4.526 -2.317 1.096 -0.2 0.1 -0.5
C 3.915 -1.464 2.109 0.3 0.0 0.3
C 5.250 -3.502 1.522 0.1 -0.1 -0.2
H 5.023 -2.813 -0.827 0.0 0.2 -0.1
H 2.956 -1.050 1.786 0.3 0.0 -0.2
H 4.588 -0.660 2.438 -0.2 -0.1 -0.3
H 3.740 -2.094 2.982 -0.1 0.0 0.0
H 5.024 -4.311 0.821 0.1 -0.1 0.3
H 4.934 -3.768 2.529 0.0 -0.1 -0.1
H 6.330 -3.319 1.516 -0.1 -0.1 0.1
H -1.584 -2.277 4.183 0.1 0.2 0.1
H -3.208 -2.889 2.682 0.0 0.1 -0.2
C -1.831 -1.219 4.053 0.0 -0.1 0.1
C -3.305 -1.922 2.180 0.0 0.2 -0.1
N -2.279 -1.027 2.687 -0.2 0.0 0.2
H -0.957 -0.590 4.236 -0.2 -0.1 -0.1
C -1.947 0.095 2.025 1.1 1.0 0.5
O -1.187 0.971 2.465 -1.3 -1.3 -0.6
H -3.181 -2.050 1.102 0.0 -0.1 0.1
H -2.402 0.146 1.022 0.1 0.1 0.0
H -2.620 -0.957 4.772 0.1 0.0 -0.1
H -4.316 -1.534 2.360 0.1 -0.1 0.1
H -0.663 2.701 -0.913 -0.1 0.1 0.2
H 1.316 4.738 -0.829 -0.3 0.3 0.3
C -0.997 3.202 0.011 0.2 0.1 0.1
C 0.667 5.043 0.006 0.2 -0.3 -0.4
N 0.120 3.868 0.661 -0.1 0.1 0.4
H -1.421 2.460 0.698 0.1 0.2 -0.2
C 0.575 3.489 1.890 0.2 0.3 0.1
O 1.556 3.995 2.438 -0.9 -0.4 -0.2
H 1.264 5.611 0.724 -0.1 -0.1 -0.1
H -0.057 2.696 2.355 0.6 0.4 -0.3
H -1.758 3.954 -0.248 0.1 -0.2 0.0
H -0.157 5.645 -0.399 0.1 0.0 0.2
O 4.999 1.360 -2.544 0.8 2.2 0.0
C 5.904 1.801 -3.582 -0.7 0.0 -0.2
C 7.986 2.898 -2.574 0.1 0.4 -0.2
C 7.342 1.770 -3.079 0.5 -0.1 -0.1
H 7.493 3.873 -2.645 0.2 -0.6 0.5
C 9.310 2.853 -2.134 0.1 -0.1 0.0
H 5.810 1.042 -4.391 0.2 0.2 0.3
C 8.065 0.565 -3.117 0.0 0.2 -0.3
H 9.773 3.764 -1.751 -0.1 -0.2 -0.1
C 10.036 1.663 -2.196 -0.6 -0.2 -0.1
C 9.394 0.515 -2.687 0.0 0.2 0.1
H 7.580 -0.318 -3.554 0.3 0.4 0.4
H 11.079 1.627 -1.885 -0.2 0.0 0.0
H 9.943 -0.428 -2.747 -0.2 0.3 0.0
Si 4.840 2.480 -0.631 2.0 -1.5 1.7
Cl 3.125 3.376 -1.477 -0.7 -0.3 -0.5
C 5.766 4.129 -0.529 -0.1 0.3 -0.1
C 6.299 1.245 -0.141 0.4 -0.2 -0.8
C 4.089 1.964 1.064 -1.2 0.5 0.1
H 6.838 4.012 -0.335 -0.2 0.1 0.0
H 5.304 4.691 0.301 0.1 -0.1 -0.3
H 5.617 4.708 -1.451 0.1 0.0 0.3
H 3.153 2.484 1.283 -0.1 -0.1 0.1
H 4.780 2.216 1.885 0.1 0.0 -0.4
H 3.915 0.875 1.129 0.1 0.7 -0.3
H 7.209 1.853 -0.052 0.0 -0.3 0.0
H 6.468 0.471 -0.897 0.2 0.1 0.3
H 6.117 0.751 0.823 0.0 0.2 -0.2
Cl 2.269 -0.350 -5.293 0.3 -0.2 -0.5
C 1.709 -1.104 -3.853 -0.7 -1.6 0.9
C 2.203 -0.654 -2.642 0.1 1.6 -0.5
C 1.384 -0.817 -1.534 -0.6 -1.4 -0.6
Cl 1.448 0.281 -0.208 0.2 -0.1 0.3
C 0.441 -1.867 -1.522 0.4 0.4 -0.7
Cl -0.394 -2.244 -0.073 -0.4 -0.2 0.4
C 0.207 -2.623 -2.690 1.0 1.2 -0.2
Cl -0.772 -4.014 -2.647 -0.4 -0.4 0.0
C 0.807 -2.194 -3.897 0.2 0.8 1.1
Cl 0.532 -3.019 -5.353 -0.3 -0.4 -0.7
```
Forces are in eV/Å.

***

# 3
The following is a DFT calculation (ωB97M-V with the def2-TZVPD basis set) of one molecule with the formula C10H16N4 in a non-equilibrium geometry.

Properties
HOMO level: -8.225 eV
HOMO-LUMO gap: 9.06 eV
SMILES: CC[C@H]1CCc2nc(N)nc(N)c2C1
charge: 0
electronic energy: -609.61831 hartree
ΔE to the lowest compared entry with this formula, charge and spin: 18.7 kcal per mole

Geometry as XYZ:
```
30
Properties=species:S:1:pos:R:3:forces:R:3
C 1.976 1.086 1.568 2.5 -2.1 0.2
C 2.764 0.391 0.446 0.8 1.7 0.4
C 1.824 -0.352 -0.484 1.5 -0.6 -1.9
C 1.288 -1.693 0.059 3.1 -1.1 -1.3
C 0.101 -2.203 -0.685 -1.3 4.0 1.0
C -0.936 -1.046 -0.433 -0.8 0.8 -2.1
N -2.272 -1.459 -0.175 2.6 0.1 0.6
C -3.044 -0.475 0.163 -0.9 2.8 0.5
N -4.125 -0.526 1.013 -2.0 -1.1 0.2
N -2.884 0.834 -0.102 1.1 1.6 -0.8
C -1.716 1.244 -0.490 3.0 -1.4 -0.5
N -1.431 2.574 -0.833 1.4 1.0 2.8
C -0.531 0.330 -0.596 -3.6 -1.6 0.2
C 0.803 0.608 -1.246 0.3 -2.3 -0.2
H 2.481 1.705 2.276 0.9 0.7 0.0
H 1.716 0.238 2.164 -1.6 -0.2 0.5
H 1.277 1.616 1.037 -2.5 1.2 -0.3
H 3.505 -0.325 0.839 -0.2 0.3 -0.1
H 3.336 1.178 -0.149 -0.6 -1.1 0.5
H 2.635 -0.694 -1.156 -0.9 0.2 -0.8
H 2.124 -2.434 -0.150 -0.7 0.7 0.3
H 1.278 -1.714 1.118 -1.0 0.1 1.1
H -0.343 -3.004 -0.253 -1.1 -2.7 1.6
H 0.314 -2.508 -1.682 0.1 0.5 -1.2
H -4.934 0.127 0.979 1.9 0.3 -0.5
H -4.600 -1.377 0.936 -0.4 -2.2 0.4
H -2.100 3.205 -0.337 0.5 -0.7 -0.8
H -0.465 2.751 -0.323 -2.4 -0.1 -1.8
H 0.654 0.360 -2.380 0.7 0.5 2.0
H 1.302 1.561 -1.127 -0.7 0.7 -0.2
```
Forces are in eV/Å.

***

# 4
The following is a DFT calculation (ωB97M-V with the def2-TZVPD basis set) of C31H48O3P2Yb as an isolated structure in a non-equilibrium geometry.

Properties
HOMO level (alpha / beta): -10.571 / -10.568 eV
HOMO-LUMO gap (alpha / beta): 8.10 / 7.75 eV
spin multiplicity: 2
expectation value of S²: 0.751
charge: +1
electronic energy: -3277.03113 hartree
ΔE to the lowest compared entry with this formula, charge and spin: 0.0 kcal per mole

Geometry as XYZ:
```
85
Properties=species:S:1:pos:R:3:forces:R:3
Yb -0.146 -0.439 1.406 0.6 0.4 2.0
C -0.681 -2.724 2.458 0.6 0.7 -0.1
C 0.662 -2.750 1.965 -0.3 0.4 0.3
C 0.592 -1.346 3.793 -0.1 -0.6 -0.6
C -0.718 -1.853 3.583 0.7 0.2 -0.6
C 1.448 -1.901 2.800 -0.9 0.2 -0.1
C -1.839 -3.483 1.929 -0.6 -0.4 -0.2
H -1.622 -3.926 0.948 -0.1 0.1 0.2
H -2.733 -2.849 1.824 0.2 -0.2 0.0
H -2.111 -4.308 2.607 0.0 0.2 -0.2
C -1.889 -1.556 4.442 -0.6 0.1 0.3
H -2.761 -2.141 4.124 0.2 0.2 0.2
H -2.165 -0.492 4.402 0.0 -0.2 0.1
H -1.674 -1.804 5.490 -0.1 0.0 -0.2
C 1.030 -0.556 4.967 0.1 0.4 0.6
H 1.193 -1.216 5.840 0.0 0.2 -0.3
H 0.278 0.186 5.271 0.2 -0.1 -0.1
H 1.972 -0.030 4.773 -0.2 -0.1 0.1
C 2.912 -1.685 2.720 0.7 0.1 0.1
H 3.425 -2.304 3.474 0.0 0.2 -0.2
H 3.184 -0.637 2.922 0.0 -0.3 0.0
H 3.312 -1.960 1.737 0.0 0.0 0.2
C 1.174 -3.547 0.817 0.3 -0.4 -0.3
H 1.602 -4.499 1.169 -0.1 0.2 -0.2
H 1.973 -3.008 0.284 -0.2 -0.2 0.1
H 0.379 -3.781 0.098 0.2 0.0 0.1
C -1.741 0.300 -4.845 -0.8 -0.8 -0.3
C -1.830 -1.015 -5.116 -0.6 0.9 -0.1
C -0.958 -1.751 -6.082 0.5 -0.2 -0.6
C 0.495 -1.199 -6.270 -1.0 -0.4 -0.4
C 1.171 -0.661 -5.057 0.7 1.0 0.1
C 1.267 0.657 -4.777 0.5 -1.0 -0.6
C 0.376 1.722 -5.338 -0.3 0.4 -0.5
C -1.062 1.275 -5.746 0.9 0.5 -0.1
H -1.422 -1.780 -7.082 0.0 -0.1 0.2
H 0.474 -0.434 -7.057 0.2 -0.2 0.2
H -0.886 -2.804 -5.773 -0.1 0.2 0.0
H -1.022 0.866 -6.763 -0.2 0.1 0.3
H -2.333 0.740 -4.037 -0.1 -0.3 -0.5
H -2.674 -1.598 -4.723 0.6 0.2 0.4
H -1.687 2.184 -5.791 0.2 -0.3 -0.1
H 0.290 2.542 -4.607 0.2 -0.2 -0.1
H 2.079 1.033 -4.142 -0.5 -0.4 0.2
H 0.844 2.173 -6.229 -0.1 0.0 0.2
H 1.103 -2.034 -6.654 -0.2 0.3 0.1
H 1.709 -1.400 -4.456 0.2 0.3 -0.2
P -0.915 -0.683 -1.276 -0.5 0.5 0.3
P 2.063 0.676 -0.345 -0.7 0.2 0.2
C -0.089 0.661 -2.215 0.2 -0.3 -0.2
C 0.943 1.565 -1.518 -0.1 -0.2 0.1
H -0.863 1.284 -2.686 0.3 -0.3 0.2
H 0.372 0.081 -3.026 -0.1 0.5 0.3
H 1.575 2.059 -2.270 -0.3 0.0 0.1
H 0.426 2.356 -0.950 0.2 -0.2 -0.1
C 2.953 2.056 0.424 0.3 0.1 0.3
H 3.565 1.652 1.244 -0.1 0.2 -0.2
H 2.258 2.797 0.842 0.2 -0.3 -0.1
H 3.609 2.533 -0.314 -0.1 0.0 0.2
C 3.352 -0.028 -1.419 -0.1 -0.3 0.0
H 3.790 0.753 -2.055 -0.1 -0.2 0.1
H 2.933 -0.833 -2.039 0.2 0.2 0.1
H 4.128 -0.442 -0.762 -0.1 0.0 -0.3
C -2.625 -0.048 -1.265 -0.4 -0.2 0.1
H -3.296 -0.852 -0.931 0.0 0.3 0.0
H -2.937 0.303 -2.258 0.0 -0.2 0.4
H -2.674 0.784 -0.543 -0.1 -0.2 -0.3
C -0.940 -2.204 -2.274 0.2 -0.2 -0.3
H 0.028 -2.725 -2.187 -0.3 0.2 0.0
H -1.143 -2.005 -3.339 0.1 0.0 0.7
H -1.732 -2.857 -1.873 0.3 0.2 -0.1
O 1.270 3.036 4.490 -0.5 -0.3 -0.9
C -0.022 3.374 4.665 -0.1 0.1 0.2
C -0.323 4.319 5.663 0.0 -0.2 -0.1
C -1.645 4.637 5.937 0.3 -0.2 -0.2
C -2.677 4.009 5.231 -0.5 -0.5 -0.4
C -2.395 3.068 4.236 -0.1 0.7 0.4
C -1.070 2.778 3.902 0.8 -0.1 0.4
C -0.742 1.761 2.888 0.3 0.1 0.4
O -1.661 1.089 2.315 0.9 -0.3 -0.5
O 0.514 1.501 2.625 -1.4 -0.4 -0.7
H 1.244 2.398 3.706 0.4 0.5 0.8
H 0.502 4.767 6.221 -0.3 -0.2 -0.2
H -1.870 5.369 6.713 0.0 -0.2 -0.2
H -3.716 4.244 5.464 0.3 -0.1 -0.1
H -3.179 2.563 3.679 0.0 0.1 0.2
```
Forces are in eV/Å.